# 1
Computed, not measured: a structure of composition C17H22O4Zn in a non-equilibrium geometry, with wB97M-V/def2-TZVPD.

Computed properties:
**Electronic energy**: -74559.109 eV
**Net charge**: +2

Positions of all 44 atoms, in Å:
C: -2.8175 -1.9780 1.2332
C: -1.5153 -1.3973 0.7552
C: -0.8288 -1.8297 -0.6997
C: -1.5575 -0.8967 -1.8379
C: -1.9696 0.5959 -1.2492
C: -3.4842 1.0604 -0.8130
C: -3.7789 2.5734 -0.2117
C: -2.5596 3.7029 -0.0270
C: -2.8417 5.2111 0.6236
C: -1.0260 3.2539 -0.5054
C: -0.7779 1.7443 -1.0954
O: -1.0826 -3.2624 -1.0641
C: -0.2487 -3.9518 -0.0254
O: -0.7047 -5.0578 0.5719
O: 0.9892 -3.1722 0.1387
C: 0.8219 -1.9049 -0.6471
C: 1.5497 -0.7898 0.3111
C: 2.8959 -0.2173 -0.4288
O: 4.0865 -1.0773 -0.3099
C: 4.5047 -1.1976 1.1042
C: 6.0576 -1.6763 1.3208
H: -3.5418 -1.3602 1.9425
H: -3.1599 -3.0756 0.9685
H: -1.0125 -0.5943 1.4600
H: -2.5005 -1.5029 -2.2365
H: -0.8659 -0.7409 -2.7982
H: -4.3880 0.3235 -0.9107
H: -4.8461 2.9363 0.1157
H: -4.0116 5.2759 0.8485
H: -2.3272 5.2410 1.6973
H: -2.4560 6.0855 -0.0517
H: -0.0996 3.9743 -0.4137
H: 0.3299 1.4579 -1.3877
H: 1.3903 -2.0895 -1.6774
H: 1.7276 -1.2922 1.3531
H: 0.8593 0.1604 0.5233
H: 3.1116 0.8971 -0.1031
H: 2.6368 -0.1614 -1.5923
H: 4.2073 -0.2067 1.6546
H: 3.8089 -2.0474 1.5711
H: 6.8510 -0.7880 1.2602
H: 6.3437 -2.5900 0.6431
H: 6.1325 -2.0640 2.4472
Zn: -3.9022 2.4285 -2.4579

Force components x, y, z for each atom (eV/Å):
C 2.930 1.183 -1.098
C -3.541 -1.458 1.144
C 0.511 -0.379 0.457
C -0.122 0.109 -0.818
C 0.092 3.042 0.957
C 2.414 0.801 -0.867
C 3.158 1.771 -0.697
C 1.007 -2.515 -1.321
C -0.707 -1.417 0.645
C -2.980 -3.434 -0.488
C -2.804 1.461 1.212
O 1.574 1.079 3.327
C -2.037 -4.333 1.815
O 3.894 8.136 -4.205
O -4.091 -1.470 -1.139
C 0.158 0.177 1.350
C -0.102 0.543 -0.445
C -0.091 0.001 -0.713
O -1.339 1.521 1.065
C -0.644 -1.091 1.031
C -0.024 0.286 0.959
H 2.175 -1.570 -1.099
H 0.643 2.600 -0.042
H -1.180 -1.383 -1.995
H 1.822 1.460 1.161
H -1.349 -0.205 2.223
H 1.922 1.272 0.513
H 2.134 -1.127 -0.502
H 2.623 0.043 -0.728
H -0.876 -0.116 -2.453
H -0.749 -1.886 1.242
H -2.156 -1.485 -0.165
H -2.554 0.552 0.572
H -1.588 0.659 2.054
H -0.163 1.004 -2.086
H 1.275 -2.064 -0.595
H -0.248 -2.216 -0.284
H 0.726 -0.205 2.385
H 0.980 -1.679 -0.896
H 1.559 1.711 -0.830
H -1.886 -2.009 -0.258
H -0.641 2.018 1.154
H -0.300 0.832 -2.453
Zn 0.575 -0.220 0.912

=====

# 2
Computed, not measured: a structure of composition C17H23BBr27NO4 in a non-equilibrium geometry, with wB97M-V/def2-TZVPD.

Computed properties:
**Electronic energy**: -1919498.391 eV

Positions of all 73 atoms, in Å:
C: -0.7686 0.8574 -0.3288
B: -1.1648 -0.5543 0.4217
O: -1.7981 -1.6037 -0.4524
C: -0.9178 -0.9337 1.9955
C: -1.6318 -2.2406 2.6765
C: -0.7646 -2.3326 4.1046
O: -0.9576 -3.2378 5.1043
O: 0.2873 -1.2623 4.0486
C: 0.5942 -1.1833 2.5797
N: 1.2867 -2.5123 2.3731
C: 1.6174 -2.7993 0.9294
C: 2.5971 -2.5676 3.1583
C: 3.4837 -1.2752 3.6362
O: 3.0888 -3.7891 3.4778
H: -1.7273 1.5603 -0.3534
H: 0.1007 1.4413 0.2140
H: -0.4798 0.6789 -1.4616
H: -1.2351 -1.6803 -1.2786
H: -1.3279 0.0306 2.5678
H: -1.6202 -3.1758 1.9702
H: -2.7118 -1.8427 2.9468
H: 1.2075 -0.1800 2.4561
H: 2.2016 -3.8390 0.9118
H: 0.5817 -3.0382 0.3862
H: 2.2200 -1.9579 0.3801
H: 4.2657 -1.6427 4.4588
H: 2.8361 -0.3975 4.1141
H: 4.0471 -0.8698 2.6663
C: -5.2029 -3.0014 -0.9701
Br: -6.4146 -1.7390 -1.8198
Br: -5.1652 -2.7800 0.9622
Br: -5.5950 -4.8369 -1.4809
H: -4.1964 -2.7753 -1.3375
C: 2.3658 3.9207 -0.1248
Br: 1.8227 3.5430 1.7045
Br: 3.9622 5.0304 -0.1914
Br: 2.5717 2.2928 -1.1695
H: 1.5567 4.4965 -0.5861
C: -1.3829 1.8654 -4.6943
Br: 0.2531 2.7383 -5.2823
Br: -1.2089 -0.0721 -4.6919
Br: -1.9846 2.5403 -2.9720
H: -2.1592 2.1158 -5.4248
C: 1.1180 -6.2620 5.5055
Br: -0.5360 -7.2831 5.4310
Br: 1.4360 -5.5275 7.2785
Br: 2.6367 -7.2966 4.8675
H: 1.0006 -5.4130 4.8240
C: 4.1474 4.2471 -5.8386
Br: 2.9356 5.5095 -6.6883
Br: 4.1850 4.4685 -3.9063
Br: 3.7553 2.4115 -6.3494
H: 5.1538 4.4732 -6.2060
C: 3.2153 7.3965 3.8137
Br: 4.1271 5.6783 3.7996
Br: 3.9744 8.6294 2.5145
Br: 1.2936 7.1981 3.5865
H: 3.3765 7.8359 4.8036
C: -0.7004 -4.2646 -3.1334
Br: 0.4565 -2.7644 -2.6920
Br: -2.5762 -3.8442 -2.8355
Br: -0.3825 -4.9173 -4.9380
H: -0.4427 -5.0794 -2.4487
C: -1.7215 2.3675 -8.7874
Br: -3.2659 2.4308 -7.6063
Br: -2.1268 1.4625 -10.4610
Br: -0.9648 4.1347 -9.0848
H: -0.9549 1.7728 -8.2798
C: -4.4190 2.0129 3.4156
Br: -5.0229 0.3404 2.6267
Br: -4.3032 1.8986 5.3541
Br: -2.7500 2.6248 2.6256
H: -5.1778 2.7677 3.1845

Force components x, y, z for each atom (eV/Å):
C 0.162 0.423 0.032
B -0.508 -1.637 -1.844
O 2.458 1.785 1.147
C -0.056 -0.582 0.931
C -0.093 2.003 0.536
C -0.685 -4.027 3.230
O 1.684 6.772 -6.702
O -2.068 -2.842 -0.783
C -0.749 1.759 1.456
N 2.259 2.005 -0.480
C -0.721 -1.831 -0.910
C 2.367 -5.372 2.255
C -0.246 0.050 -0.013
O -3.248 7.448 -2.337
H 1.965 -1.500 0.190
H -1.785 -1.085 -1.108
H -0.515 0.344 2.365
H -1.261 0.443 1.052
H 1.226 -2.003 -0.892
H -0.013 1.723 1.813
H 2.043 -1.505 -0.430
H -0.785 -2.255 0.165
H -1.088 2.493 0.022
H 2.280 0.847 1.018
H -1.124 -1.492 0.991
H -1.842 0.657 -2.112
H 1.306 -2.048 -1.206
H -1.187 -0.829 2.155
C 0.093 0.133 -0.030
Br 0.281 -0.336 0.240
Br -0.048 -0.180 -0.504
Br -0.096 0.450 0.224
H -0.477 0.049 0.392
C -0.188 0.104 -0.135
Br 0.115 0.006 -0.454
Br -0.384 -0.322 0.036
Br 0.059 0.380 0.265
H 0.361 -0.262 0.201
C -0.174 0.157 -0.049
Br -0.432 -0.279 0.153
Br 0.001 0.479 0.052
Br 0.082 0.004 -0.676
H 0.448 -0.145 0.443
C -0.007 0.285 -0.159
Br 0.421 0.204 0.057
Br -0.080 -0.260 -0.458
Br -0.391 0.204 0.208
H 0.066 -0.313 0.304
C 0.273 0.093 -0.041
Br 0.219 -0.364 0.238
Br -0.073 -0.056 -0.505
Br 0.087 0.449 0.128
H -0.474 -0.110 0.157
C 0.060 0.078 0.214
Br -0.191 0.481 0.017
Br -0.210 -0.358 0.279
Br 0.478 0.027 -0.002
H -0.082 -0.203 -0.468
C -0.076 -0.312 0.057
Br -0.075 -0.317 -0.262
Br 0.830 -0.279 -0.450
Br -0.085 0.278 0.495
H -0.114 0.388 -0.289
C 0.323 -0.100 -0.006
Br 0.138 0.053 -0.522
Br 0.048 0.282 0.465
Br -0.258 -0.466 0.081
H -0.334 0.269 -0.187
C -0.268 0.133 0.094
Br 0.285 0.430 0.133
Br 0.036 -0.010 -0.538
Br -0.329 -0.150 0.171
H 0.367 -0.338 0.090

=====

# 3
Computed, not measured: an isolated molecule of C17H23BF2N2O4 in a non-equilibrium geometry, with wB97M-V/def2-TZVPD.

Computed properties:
**Electronic energy**: -35286.596 eV
**SMILES**: C=CC(=O)N(CC(=O)N[C@@H](Cc1ccc(C)cc1C)B(O)O)CC(F)F

Positions of all 49 atoms, in Å:
C: -2.8631 3.3624 3.4741
C: -3.1996 3.0799 2.2309
C: -2.3089 2.2029 1.4375
O: -1.1072 2.2755 1.6335
N: -2.8864 1.3240 0.5252
C: -2.0587 0.5160 -0.3142
C: -1.1451 -0.3530 0.4556
O: -1.4019 -1.5228 0.7036
N: 0.1072 0.1383 0.8158
C: 1.0678 -0.6675 1.5036
C: 2.3715 -0.8361 0.7118
C: 2.2758 -1.3159 -0.7506
C: 1.1153 -1.8661 -1.2394
C: 1.1114 -2.4635 -2.4722
C: 2.2743 -2.4413 -3.2801
C: 2.3189 -3.0949 -4.5941
C: 3.4107 -1.8196 -2.7745
C: 3.4392 -1.2209 -1.5340
C: 4.6555 -0.4587 -1.1316
B: 1.4497 -0.0275 2.9114
O: 0.8146 1.1261 3.3413
O: 2.2395 -0.7859 3.7689
C: -4.2992 1.0510 0.5094
C: -5.0114 2.0422 -0.4097
F: -5.3856 3.1251 0.2814
F: -6.0406 1.4265 -1.0267
H: -3.3923 4.0425 4.1494
H: -1.9819 2.9428 3.8669
H: -4.0092 3.5731 1.7576
H: -2.6659 -0.1226 -0.9829
H: -1.4655 1.2343 -0.8893
H: 0.3482 1.1095 0.5985
H: 0.6449 -1.6341 1.7500
H: 3.0349 -1.5422 1.2458
H: 2.9520 0.0889 0.7841
H: 0.2328 -1.8218 -0.6458
H: 0.2236 -2.9534 -2.8227
H: 2.7696 -4.0785 -4.6375
H: 2.9035 -2.4982 -5.3032
H: 1.3290 -3.1599 -5.0603
H: 4.3106 -1.7402 -3.3522
H: 4.3905 0.4249 -0.5597
H: 5.3468 -1.0838 -0.5284
H: 5.2484 -0.1515 -2.0128
H: 0.1059 1.4371 2.7203
H: 2.2708 -0.3788 4.6560
H: -4.7052 1.1391 1.5271
H: -4.4779 0.0229 0.1965
H: -4.3575 2.3539 -1.2346

Force components x, y, z for each atom (eV/Å):
C -0.539 0.666 0.406
C -0.024 0.267 0.154
C -0.691 -0.610 -0.220
O 0.147 0.180 -0.600
N -0.066 0.849 1.529
C 0.514 0.967 -1.097
C 3.092 -1.161 1.156
O -0.954 0.160 -0.016
N -1.705 0.253 -1.375
C 1.408 0.039 0.601
C 0.396 -0.447 -0.548
C 1.103 1.110 1.591
C 0.410 -0.088 0.013
C 1.071 -0.003 -1.232
C -0.553 -0.173 1.505
C -0.291 0.227 -1.809
C -0.422 0.113 -0.147
C -0.930 -0.181 -0.059
C 0.979 -0.360 0.139
B -1.169 -0.185 0.826
O 0.128 -0.471 -0.478
O -0.289 1.140 0.021
C -0.563 0.439 0.718
C 1.546 -1.247 -0.990
F -0.983 0.519 -0.025
F -1.145 0.155 0.264
H -0.053 -0.230 -0.570
H 0.959 -0.605 0.562
H -0.701 0.054 -0.211
H 0.345 0.485 0.413
H 0.129 -0.369 -0.419
H -0.333 -0.784 0.190
H -0.305 -0.192 -0.303
H -0.433 0.081 -0.062
H -0.170 0.188 -0.272
H -0.337 -0.437 0.242
H -0.322 -0.113 -0.271
H 0.039 -0.341 0.393
H 0.051 0.036 0.118
H 0.046 -0.153 0.234
H 0.261 -0.137 -0.548
H 0.178 0.114 0.057
H -0.394 0.374 -0.050
H -0.416 -0.080 0.327
H 0.808 -0.206 0.568
H 0.062 -0.246 -0.574
H -0.044 0.033 -0.283
H 0.050 0.138 -0.158
H 0.111 0.231 0.289

=====

# 4
Computed, not measured: a structure of composition C17H23BIN4S2TeTi, with wB97M-V/def2-TZVPD.

Computed properties:
**2S+1**: 2
**Electronic energy**: -84823.853 eV
**<S²>**: 0.759

Positions of all 50 atoms, in Å:
Ti: 0.2568 0.2955 0.7463
C: -3.6615 -1.2157 2.3684
N: -3.1729 -0.1998 1.4549
C: -3.6056 1.1118 1.3835
C: -2.8738 1.7275 0.4373
N: -1.9942 0.7963 -0.1057
B: -1.4949 0.9272 -1.6175
N: 0.0441 0.6050 -1.7759
C: 0.5234 -0.3007 -2.7150
C: 1.8177 -0.0169 -2.9465
N: 2.1546 1.0629 -2.1492
C: 3.4883 1.6023 -1.9586
C: 1.0724 1.4289 -1.4461
S: 0.9416 2.5221 -0.1369
C: -2.1961 -0.3766 0.5552
S: -1.1362 -1.7065 0.3592
H: -3.9010 -0.7517 3.3224
H: -2.8761 -1.9508 2.5188
H: -4.5425 -1.7030 1.9506
H: -4.3799 1.4798 2.0325
H: -2.8985 2.7396 0.0780
H: -2.0778 0.1064 -2.2723
H: -1.6942 2.0683 -1.9271
H: -0.1147 -1.0567 -3.1332
H: 2.5405 -0.4864 -3.5890
H: 4.2120 0.7990 -2.0677
H: 3.5531 2.0045 -0.9503
H: 3.6919 2.3910 -2.6818
C: -4.2583 -1.4231 6.8569
C: -3.2713 -0.7573 5.9357
C: -3.4245 0.5691 5.5561
C: -2.4943 1.2155 4.7430
C: -2.6926 2.6795 4.4478
C: -1.3844 0.5005 4.2691
Te: 0.1143 1.5328 3.1505
C: -1.2120 -0.8405 4.6419
C: -0.0296 -1.6510 4.1848
C: -2.1583 -1.4423 5.4672
H: -5.2204 -0.9110 6.8426
H: -3.8929 -1.4098 7.8860
H: -4.4189 -2.4653 6.5797
H: -4.2790 1.1300 5.9216
H: -3.6720 3.0147 4.7910
H: -2.5923 2.8936 3.3839
H: -1.9318 3.2744 4.9577
H: -0.0492 -1.8138 3.1050
H: -0.0163 -2.6248 4.6738
H: 0.9046 -1.1332 4.4064
H: -2.0158 -2.4799 5.7522
I: 2.5373 -1.1187 0.7214

Force components x, y, z for each atom (eV/Å):
Ti 0.348 0.308 0.004
C -0.053 -0.022 0.055
N 0.035 0.004 -0.045
C -0.032 -0.008 0.044
C 0.002 0.021 -0.040
N 0.021 0.046 0.018
B -0.088 -0.006 -0.033
N 0.075 -0.098 -0.100
C -0.042 0.026 0.016
C 0.059 0.029 -0.014
N -0.026 -0.030 0.020
C 0.035 0.022 -0.009
C -0.077 -0.076 0.181
S -0.063 -0.035 0.049
C 0.072 -0.048 0.028
S -0.088 -0.063 -0.027
H 0.012 0.003 -0.016
H 0.005 -0.003 -0.009
H 0.002 0.007 -0.007
H -0.001 0.008 0.006
H 0.006 -0.004 -0.013
H -0.011 0.025 -0.001
H 0.012 -0.013 -0.029
H -0.012 0.004 0.007
H -0.005 -0.010 0.003
H -0.007 -0.009 -0.001
H -0.002 -0.007 0.005
H -0.010 -0.003 -0.002
C 0.018 0.023 -0.006
C -0.009 -0.013 0.004
C 0.020 0.003 0.015
C -0.002 0.021 -0.017
C 0.008 -0.041 0.024
C 0.023 0.058 0.005
Te -0.086 -0.159 -0.090
C 0.045 -0.037 -0.034
C -0.014 0.033 0.064
C -0.013 0.001 -0.008
H -0.003 -0.005 -0.002
H -0.006 -0.009 0.001
H -0.002 -0.004 0.004
H -0.004 0.001 -0.005
H 0.004 -0.011 0.006
H 0.009 0.009 -0.017
H -0.005 0.024 -0.019
H 0.011 -0.002 0.003
H -0.011 -0.007 -0.002
H 0.013 -0.016 -0.021
H 0.003 0.001 0.008
I -0.165 0.061 -0.004